Record 1
Entry from OMol25: a 6-piece molecular cluster, C5H25N3O5 overall in a non-equilibrium geometry (the ωB97M-V functional and the def2-TZVPD basis).

Bonds (Å) are listed after each position.
Cartesian coordinates (Å):
1 C 2.580 -0.613 -1.467  C2 1.517, H9 1.082, H10 1.211, H11 1.102
2 C 1.162 -0.258 -1.058  C1 1.517, C3 1.445, N8 1.538, H12 1.069
3 C 1.042 0.935 -0.252  C2 1.445, C4 1.519, H13 1.121, H14 1.089
4 C -0.458 1.177 -0.310  C3 1.519, N7 1.611, H15 1.021, H16 1.191
5 N -2.929 1.709 2.510  C6 1.337, H17 1.008, H18 1.054
6 C -2.439 1.699 1.266  N5 1.337, N7 1.349, H19 1.119
7 N -1.237 1.110 1.099  C4 1.611, C6 1.349, H20 1.080
8 N 0.675 -1.577 -0.435  C2 1.538, H21 1.009, H22 1.022, H23 0.990
9 H 3.143 -1.538 -1.488  C1 1.082
10 H 2.835 -0.412 -2.634  C1 1.211
11 H 3.357 0.126 -1.217  C1 1.102
12 H 0.601 -0.066 -1.947  C2 1.069
13 H 1.452 0.822 0.784  C3 1.121
14 H 1.638 1.728 -0.701  C3 1.089
15 H -1.057 0.818 -1.055  C4 1.021
16 H -0.457 2.321 -0.640  C4 1.191
17 H -2.549 1.210 3.300  N5 1.008
18 H -3.891 2.130 2.599  N5 1.054
19 H -2.886 2.371 0.491  C6 1.119
20 H -0.897 0.273 1.691  N7 1.080
21 H -0.246 -1.480 -0.032  N8 1.009
22 H 1.344 -1.975 0.228  N8 1.022
23 H 0.655 -2.227 -1.181  N8 0.990
24 H 1.101 -2.114 2.610  O26 0.960
25 H 1.910 -0.938 1.973  O26 1.010
26 O 0.981 -1.316 2.090  H24 0.960, H25 1.010
27 H 0.075 1.531 -3.622  O29 1.017
28 H 0.675 2.947 -3.219  O29 0.944
29 O 0.411 2.115 -2.860  H27 1.017, H28 0.944
30 H -1.381 -3.477 -0.167  O32 0.884
31 H -2.655 -2.552 -0.047  O32 1.011
32 O -1.667 -2.643 -0.241  H30 0.884, H31 1.011
33 H -4.279 -0.311 -1.321  O35 0.914
34 H -4.019 -0.809 -0.145  O35 0.974
35 O -3.533 -0.271 -0.795  H33 0.914, H34 0.974
36 H 3.493 0.075 2.796  O38 0.955
37 H 4.031 -0.073 1.399  O38 0.934
38 O 3.421 -0.447 1.999  H36 0.955, H37 0.934

Output
E_tot, hartree: -745.33570
LUMO energy, Ha: -0.216
Orbital gap, eV: 11.17
Energy relative to the best compared isomer or geometry (same formula, charge and spin), kcal/mol: 90.7
Net charge: +2

---

Record 2
Entry from OMol25: a 2-piece molecular cluster, C5H14NO overall in a non-equilibrium geometry (the ωB97M-V functional and the def2-TZVPD basis).

Bonds (Å) are listed after each position.
Cartesian coordinates (Å):
1 C -2.057 -0.408 -1.700  C2 1.551, H4 1.102, H5 1.101, H6 1.071
2 C -1.354 0.919 -1.311  C1 1.551, N3 1.508, H7 1.138, H8 1.136
3 N 0.142 0.768 -1.422  C2 1.508, H9 1.055, H10 1.036, H11 1.007
4 H -3.138 -0.248 -1.557  C1 1.102
5 H -1.896 -0.541 -2.781  C1 1.101
6 H -1.702 -1.242 -1.131  C1 1.071
7 H -1.552 1.754 -2.058  C2 1.138
8 H -1.517 1.225 -0.230  C2 1.136
9 H 0.529 0.234 -0.599  N3 1.055
10 H 0.698 1.641 -1.372  N3 1.036
11 H 0.448 0.228 -2.215  N3 1.007
12 C 1.547 1.431 1.400  C13 1.506, H16 1.125, H17 1.135, H18 1.101
13 C 1.420 -0.069 1.384  C12 1.506, C14 1.350, H19 1.106
14 C 0.288 -0.804 1.380  C13 1.350, O15 1.404, H20 1.104
15 O 0.265 -2.095 0.829  C14 1.404, H21 0.953
16 H 2.015 1.892 0.486  C12 1.125
17 H 0.532 1.940 1.402  C12 1.135
18 H 2.210 1.749 2.219  C12 1.101
19 H 2.316 -0.718 1.362  C13 1.106
20 H -0.653 -0.330 1.710  C14 1.104
21 H -0.459 -2.612 1.172  O15 0.953

Output
E_tot, hartree: -328.61214
LUMO energy, Ha: -0.117
Orbital gap, eV: 9.75
Energy relative to the best compared isomer or geometry (same formula, charge and spin), kcal/mol: 46.5
Net charge: +1

---

Record 3
Entry from OMol25: one molecule with the formula C4H5I in a non-equilibrium geometry (the ωB97M-V functional and the def2-TZVPD basis).

Bonds (Å) are listed after each position.
Cartesian coordinates (Å):
1 C -0.460 1.265 -0.030  C2 1.543, H6 1.166, H7 1.049, H8 1.107
2 C 0.395 -0.019 -0.064  C1 1.543, I3 2.214, C4 1.452, C5 1.480
3 I 2.596 0.219 -0.026  C2 2.214
4 C -0.193 -1.209 -0.652  C2 1.452, C5 1.289, H9 1.036
5 C -0.036 -1.255 0.626  C2 1.480, C4 1.289, H10 1.070
6 H -0.786 1.377 1.085  C1 1.166
7 H -1.337 0.979 -0.530  C1 1.049
8 H 0.174 2.004 -0.556  C1 1.107
9 H -0.099 -1.818 -1.486  C4 1.036
10 H -0.254 -1.543 1.633  C5 1.070

Output
E_tot, hartree: -452.98578
LUMO energy, Ha: 0.026
Orbital gap, eV: 9.79
Energy relative to the best compared isomer or geometry (same formula, charge and spin), kcal/mol: 39.2
Net charge: 0

---

Record 4
Entry from OMol25: one molecule with the formula C6H8N3O3PS in a non-equilibrium geometry (the ωB97M-V functional and the def2-TZVPD basis).

Bonds (Å) are listed after each position.
Cartesian coordinates (Å):
1 C 2.799 -1.809 -2.463  C3 1.198, H15 1.048
2 C 1.024 -2.165 1.723  N7 1.291, N8 1.359, H16 1.069
3 C 2.225 -1.787 -1.411  C1 1.198, N9 1.342
4 C 0.322 -1.158 -0.068  N8 1.356, N9 1.356, S14 1.684
5 C -1.189 -1.053 1.933  N8 1.436, H17 1.093, H18 1.088, H19 1.091
6 C -1.385 3.303 -1.557  O12 1.413, H20 1.092, H21 1.092, H22 1.090
7 N 1.938 -2.399 0.841  C2 1.291, N9 1.347
8 N 0.006 -1.418 1.224  C2 1.359, C4 1.356, C5 1.436
9 N 1.508 -1.782 -0.276  C3 1.342, C4 1.356, N7 1.347
10 O -1.763 1.721 0.725  P13 1.471
11 O 0.817 1.330 0.835  P13 1.464
12 O -0.217 2.686 -1.055  C6 1.413, P13 1.592
13 P -0.425 1.632 0.120  O10 1.471, O11 1.464, O12 1.592, S14 2.358
14 S -0.546 -0.299 -1.228  C4 1.684, P13 2.358
15 H 3.332 -1.800 -3.366  C1 1.048
16 H 1.069 -2.510 2.734  C2 1.069
17 H -1.979 -1.780 1.726  C5 1.093
18 H -0.974 -1.039 2.999  C5 1.088
19 H -1.526 -0.062 1.625  C5 1.091
20 H -1.897 3.845 -0.759  C6 1.092
21 H -2.072 2.557 -1.963  C6 1.092
22 H -1.067 3.989 -2.341  C6 1.090

Output
E_tot, hartree: -1362.95946
LUMO energy, Ha: 0.000
Orbital gap, eV: 9.42
Net charge: 0

---

Record 5
Entry from OMol25: one molecule with the formula C4H9NOS in a non-equilibrium geometry (the ωB97M-V functional and the def2-TZVPD basis).

Bonds (Å) are listed after each position.
Cartesian coordinates (Å):
1 C 0.866 1.213 -0.299  C2 1.487, H8 1.203, H9 1.187, H10 1.141
2 C 0.034 0.024 0.025  C1 1.487, C3 1.528, N4 1.444, C5 1.640
3 C 0.506 -0.826 1.204  C2 1.528, H11 1.212, H12 1.158, H13 1.146
4 N 0.191 -0.852 -1.111  C2 1.444, H14 1.076, H15 1.043
5 C -1.498 0.607 0.066  C2 1.640, O6 1.208, S7 1.598
6 O -1.677 1.788 0.245  C5 1.208
7 S -2.749 -0.377 -0.076  C5 1.598, H16 1.412
8 H 0.579 1.419 -1.449  C1 1.203
9 H 0.667 2.166 0.381  C1 1.187
10 H 1.979 0.994 -0.183  C1 1.141
11 H -0.248 -1.536 1.833  C3 1.212
12 H 0.751 -0.139 2.103  C3 1.158
13 H 1.490 -1.292 0.845  C3 1.146
14 H 0.038 -0.436 -2.092  N4 1.076
15 H 1.193 -1.145 -1.118  N4 1.043
16 H -2.122 -1.606 -0.375  S7 1.412

Output
E_tot, hartree: -685.92695
LUMO energy, Ha: 0.024
Orbital gap, eV: 10.01
Energy relative to the best compared isomer or geometry (same formula, charge and spin), kcal/mol: 57.7
Net charge: 0